The following is a quantum chemistry calculation of a gas-phase ion, C4H11N2O (charge +1) in a non-equilibrium geometry, from OMol25.

Structure (XYZ):
```
18
Properties=species:S:1:pos:R:3:lowdin_charge:R:1
O 1.025 1.954 0.913 0.03
N 0.970 -2.266 -1.119 0.00
N 0.898 0.611 -1.227 0.25
C -1.298 1.715 0.737 -0.03
C 0.019 1.061 1.057 -0.30
C 0.046 -1.579 -0.232 -0.21
C 0.302 -0.105 -0.343 -0.04
H -1.493 2.584 1.383 0.11
H -2.175 0.977 0.978 0.14
H -1.035 -1.693 -0.344 0.14
H -1.314 1.924 -0.247 0.03
H -0.110 0.496 1.936 0.13
H 1.188 -3.275 -0.862 0.12
H 0.685 -2.385 -2.093 0.09
H 1.631 1.935 1.632 0.12
H 0.097 -1.866 0.835 0.14
H 1.681 0.441 -1.819 0.16
H 0.823 1.573 -0.935 0.12
```

The electronic energy is -343.440049 a.u. The total charge is +1. The calculation puts the HOMO energy at -0.516 hartree. For the gap between HOMO and LUMO, the calculation gives 9.71 eV. As for the SMILES: C[C@H](O)C(=[NH2+])CN.



The following is a quantum chemistry calculation of 6 unconnected molecules or ions with the total composition C15H39N3O6S3 in a non-equilibrium geometry, from OMol25.

Structure (XYZ):
```
66
Properties=species:S:1:pos:R:3:lowdin_charge:R:1
S 1.883 -5.738 2.319 0.83
S -0.534 -7.097 -5.363 0.83
S 6.640 4.192 1.405 0.82
O -6.210 3.425 -7.479 0.03
O 0.518 2.433 6.388 -0.02
O 8.003 4.679 0.866 -0.59
O -1.024 -0.331 -2.044 0.01
O 0.249 -5.771 -5.513 -0.58
O 3.409 -5.419 2.218 -0.59
N 0.968 0.197 -0.909 -0.20
N -5.057 4.723 -6.036 -0.21
N -1.525 2.247 7.451 -0.20
C 1.588 -7.528 1.882 -0.25
C 6.643 3.799 3.215 -0.26
C -0.664 2.063 6.397 -0.31
C 1.417 -5.628 4.093 -0.26
C 2.403 -0.215 -0.820 -0.04
C 5.370 5.568 1.393 -0.25
C -2.233 -6.724 -4.890 -0.29
C -2.897 1.898 7.313 -0.09
C -4.844 5.786 -6.992 -0.04
C -0.908 -7.650 -7.077 -0.26
C -1.045 2.707 8.778 -0.03
C -5.711 3.579 -6.395 -0.34
C 0.104 -0.584 -1.662 -0.33
C -4.454 4.828 -4.743 -0.09
C 0.634 1.489 -0.389 -0.07
H -3.281 1.570 8.279 0.08
H 4.445 5.104 1.736 0.04
H 6.706 4.658 3.882 0.05
H -4.630 5.593 -3.987 0.09
H -4.673 3.912 -4.194 0.08
H -3.850 6.228 -7.055 0.08
H -0.297 1.923 -0.751 0.09
H 2.682 -1.036 -1.481 0.08
H -5.839 2.967 -5.489 0.13
H -1.694 -8.387 -6.915 0.04
H 1.897 -7.696 0.850 0.05
H -2.520 -5.876 -5.512 0.06
H 7.483 3.109 3.290 0.04
H -3.135 1.252 6.469 0.09
H 0.725 -1.409 -2.045 0.12
H 0.041 2.805 8.781 0.08
H 0.332 -5.612 4.190 0.05
H 5.786 3.152 3.405 0.05
H -1.318 1.906 9.465 0.08
H 1.957 -8.175 2.678 0.05
H 3.008 0.610 -1.199 0.08
H 1.754 -6.513 4.633 0.05
H -1.148 1.520 5.570 0.13
H 5.767 6.305 2.091 0.04
H 0.524 -7.738 1.778 0.04
H 1.504 2.108 -0.605 0.08
H -1.159 -6.842 -7.764 0.06
H -3.468 2.820 7.208 0.09
H 0.583 1.482 0.700 0.08
H -5.490 6.556 -6.570 0.09
H -2.892 -7.591 -4.852 0.06
H 5.138 6.163 0.510 0.05
H -2.212 -6.260 -3.904 0.05
H 2.593 -0.441 0.229 0.09
H -3.372 4.735 -4.833 0.09
H -5.070 5.416 -7.992 0.09
H 1.939 -4.725 4.410 0.05
H -1.457 3.646 9.147 0.09
H -0.080 -8.170 -7.557 0.04
```

The electronic energy is -2404.989608 a.u. The total charge is 0. The calculation puts the HOMO energy at -0.319 hartree. For the gap between HOMO and LUMO, the calculation gives 8.97 eV.



The following is a quantum chemistry calculation of a molecular structure, C14H24N5O2OsS2SeSi, from OMol25.

Structure (XYZ):
```
50
Properties=species:S:1:pos:R:3:mulliken_spin:R:1
Os -0.304 -0.361 -0.562 2.43
Se -2.978 0.940 -0.549 1.00
S -0.661 -2.525 -1.281 0.12
S -0.302 -0.837 1.704 0.12
Si -0.154 1.031 4.787 0.00
O -0.046 0.393 -2.469 0.04
O 1.026 0.056 -4.390 0.00
N -4.007 -0.573 -2.885 0.20
N 2.121 0.014 -0.934 0.14
N 0.666 -3.060 -3.498 0.00
N -0.053 1.424 0.611 0.01
N -1.432 -2.047 -3.795 0.00
C 0.101 3.074 2.765 0.02
C 1.009 0.133 -3.178 0.02
C 0.066 2.743 0.407 0.00
C 1.000 -0.413 5.005 0.00
C 1.147 -3.231 -4.870 0.00
C 2.307 -0.082 -2.389 -0.01
C -0.025 1.706 3.007 0.02
C -0.460 -2.525 -3.053 -0.01
C -1.499 -1.812 -5.241 0.00
C 0.329 2.427 5.923 0.00
C -0.101 0.917 1.862 0.01
C -1.930 0.528 5.039 0.00
C -3.633 0.032 -1.973 -0.10
C 0.149 3.606 1.476 0.01
H 1.309 2.835 5.668 0.00
H -2.607 1.370 4.887 0.00
H -1.513 -2.747 -5.794 0.00
H 1.051 -0.660 6.068 0.00
H -2.225 -1.705 -3.273 0.00
H 3.036 0.638 -2.767 0.00
H 2.093 -3.763 -4.811 0.00
H 2.329 0.946 -0.595 -0.01
H 1.259 -3.407 -2.760 0.00
H -2.088 0.153 6.051 0.00
H 2.687 -1.072 -2.645 0.00
H 1.315 -2.264 -5.337 0.00
H 0.089 3.072 -0.625 0.01
H 0.458 -3.832 -5.457 0.00
H -0.395 3.243 5.920 0.00
H -2.212 -0.266 4.345 0.00
H 2.014 -0.183 4.673 0.00
H 2.716 -0.631 -0.426 -0.01
H 0.168 3.756 3.604 0.00
H 0.388 2.056 6.947 0.00
H -2.435 -1.293 -5.423 0.00
H 0.247 4.669 1.313 0.00
H -0.680 -1.171 -5.556 0.00
H 0.662 -1.302 4.475 0.00
```

The electronic energy is -4549.928355 a.u. As for the spin multiplicity: 5. The total charge is +1. The calculation puts the HOMO energy (alpha / beta) at -0.405 / -0.423 hartree. For the gap between HOMO and LUMO (alpha / beta), the calculation gives 8.37 / 5.04 eV.



The following is a quantum chemistry calculation of 2 unconnected molecules or ions with the total composition C6H14O2 in a non-equilibrium geometry, from OMol25.

Structure (XYZ):
```
22
Properties=species:S:1:pos:R:3:mulliken_spin:R:1
O -2.421 -1.160 -2.706 0.70
O 4.302 -1.111 -1.825 0.00
C -2.399 -0.660 -1.636 0.03
C 0.412 0.675 1.412 0.00
C -0.998 0.137 1.086 0.01
C -1.798 1.020 0.116 0.01
C 1.463 -0.424 1.405 0.00
C -1.605 0.626 -1.357 0.15
H -2.861 0.953 0.361 0.00
H -1.942 1.426 -2.012 0.00
H 4.144 -1.311 -0.896 0.00
H 1.199 -1.191 2.135 0.00
H -1.586 0.009 1.994 0.00
H 5.270 -1.031 -1.854 0.00
H -1.514 2.067 0.221 0.02
H -1.006 -0.900 0.725 0.00
H 0.697 1.443 0.695 0.00
H 1.479 -0.995 0.480 0.00
H 2.454 -0.051 1.646 0.00
H 0.293 1.138 2.391 0.00
H -3.027 -1.051 -0.810 0.08
H -0.557 0.394 -1.570 0.00
```

The electronic energy is -387.107572 a.u. As for the spin multiplicity: 2. The total charge is +1. The calculation puts the HOMO energy (alpha / beta) at -0.507 / -0.507 hartree. For the gap between HOMO and LUMO (alpha / beta), the calculation gives 7.86 / 4.08 eV.